Record 1
112
Properties=species:S:1:pos:R:3:forces:R:3 method="wB97M-V/def2-TZVPD" homo_lumo_gap_ha=0.12619 lumo_energy_ev=2.0 charge=-1 homo_energy_ev=-1.44
C 5.1111 -2.7750 -0.5551 -0.1 0.2 -0.1
C 5.8303 -4.0989 -0.7726 0.1 0.0 0.2
O 5.2672 -5.0578 0.2160 -0.2 -0.1 0.0
C 4.5267 -6.0935 -0.3650 0.0 0.1 0.0
C 3.3250 -5.5777 -1.1555 0.1 0.1 -0.1
C 2.2870 -4.9432 -0.2436 0.0 0.1 0.2
C 0.9946 -4.4810 -0.9292 -0.2 0.1 0.0
H 5.7441 -1.9603 -0.9367 0.0 0.0 0.0
H 4.8661 -2.5378 0.5080 0.1 -0.1 0.0
H 4.1534 -2.6798 -1.0998 0.1 -0.1 0.0
H 6.8584 -3.9623 -0.3950 -0.1 0.0 0.0
H 5.1486 -6.7238 -1.0225 0.0 0.1 0.0
H 4.1763 -6.7162 0.4763 0.1 -0.1 -0.2
H 2.8938 -6.3715 -1.7816 0.0 0.0 0.2
H 3.7418 -4.8192 -1.8291 -0.1 -0.1 -0.1
H 2.0308 -5.6306 0.5743 0.0 0.0 -0.2
H 2.7842 -4.0919 0.2354 -0.1 -0.1 0.0
H 0.1103 -4.8505 -0.3993 0.0 0.1 0.0
H 0.9118 -3.3910 -0.9563 0.0 -0.1 0.0
H 0.9056 -4.8318 -1.9625 0.2 0.0 0.1
C -2.1183 -4.0760 6.2103 -0.1 0.0 0.0
O -1.2727 -4.9271 5.4815 0.1 0.1 0.0
C -1.7157 -5.1962 4.1650 -0.1 -0.1 -0.1
C -0.5495 -5.3599 3.2134 -0.1 0.0 0.0
O 0.1207 -4.1437 2.9417 0.0 0.0 0.1
C 1.1472 -3.7603 3.8457 0.3 0.1 -0.1
C 2.4693 -4.4653 3.6284 0.1 0.1 0.0
O 2.4053 -5.8194 4.0356 -0.2 0.0 -0.1
C 3.2405 -6.6746 3.2813 0.2 0.0 0.0
H -3.0426 -4.5784 6.5250 0.0 0.0 0.0
H -1.5758 -3.7580 7.0995 0.0 0.0 0.0
H -2.3949 -3.1905 5.6261 0.0 0.0 0.0
H -2.3581 -4.3806 3.8103 0.1 0.0 0.0
H -2.3082 -6.1230 4.1456 0.0 0.0 0.1
H -0.9703 -5.6820 2.2566 0.1 -0.1 0.0
H 0.1373 -6.1276 3.5738 0.0 0.0 0.0
H 0.8306 -3.8481 4.8870 -0.1 -0.1 0.0
H 1.3336 -2.7063 3.6254 -0.1 0.0 0.1
H 3.2249 -3.9291 4.2216 0.1 0.0 0.0
H 2.7662 -4.3910 2.5762 0.0 0.0 0.0
H 3.1341 -6.4947 2.2093 0.0 0.0 0.1
H 2.9446 -7.6972 3.5134 0.0 0.0 0.0
H 4.2977 -6.5416 3.5353 0.0 0.0 0.0
C 1.7463 -1.4526 1.2021 0.0 -0.2 -0.1
O 1.1695 -0.1699 1.0517 0.1 0.2 0.0
C 0.7994 0.4417 2.2636 -0.1 0.0 0.1
C 0.8767 1.9485 2.1595 -0.1 0.0 0.0
O 2.1860 2.4921 2.1461 0.0 0.1 0.0
C 3.0020 2.3063 0.9989 0.0 0.0 0.0
C 2.5935 3.1277 -0.2043 0.1 0.1 -0.1
O 1.4325 2.5883 -0.8027 -0.1 -0.2 0.1
C 0.5206 3.5137 -1.3230 0.0 0.1 -0.2
H 0.9921 -2.2242 1.3951 0.0 0.0 0.0
H 2.2627 -1.6959 0.2745 0.0 0.0 0.0
H 2.4837 -1.4601 2.0129 0.0 0.0 0.0
H 1.4328 0.0928 3.0898 0.1 0.0 -0.1
H -0.2425 0.1947 2.5209 0.1 -0.1 0.1
H 0.4200 2.3472 3.0686 0.0 0.1 -0.1
H 0.2850 2.2860 1.3035 0.1 0.0 0.0
H 3.0749 1.2557 0.7122 -0.1 0.0 0.0
H 3.9884 2.6541 1.3129 0.0 -0.1 0.0
H 3.4226 3.1048 -0.9252 0.0 0.1 0.0
H 2.4296 4.1719 0.0916 -0.1 0.0 0.0
H 0.3446 4.3536 -0.6391 0.0 0.0 0.0
H -0.4161 2.9752 -1.4721 0.0 0.1 0.0
H 0.8386 3.9230 -2.2913 0.1 0.0 0.0
C -2.5829 0.8910 -1.0949 0.1 -0.1 -0.1
O -3.4211 0.8780 0.0369 0.0 0.1 0.1
C -2.9294 0.1111 1.1190 0.1 -0.1 0.0
C -3.3134 0.7405 2.4415 0.1 -0.1 -0.1
O -2.5990 1.9288 2.7480 0.1 0.0 0.1
C -2.9241 3.1215 2.0578 -0.1 0.0 0.1
C -4.1560 3.8193 2.5927 0.0 0.1 0.0
O -5.3336 3.1034 2.2744 0.1 -0.1 0.0
C -6.3195 3.1396 3.2750 -0.1 0.1 0.0
H -2.6687 -0.0271 -1.6872 0.0 0.0 0.0
H -2.8873 1.7371 -1.7120 0.0 0.0 0.0
H -1.5314 1.0132 -0.8109 0.0 0.0 0.0
H -1.8387 0.0171 1.0591 0.0 0.0 0.0
H -3.3517 -0.9033 1.0884 0.0 0.0 0.0
H -3.0212 0.0362 3.2242 -0.1 0.0 0.0
H -4.3936 0.8943 2.4877 0.0 0.1 0.0
H -3.0136 2.9594 0.9826 -0.1 -0.1 0.0
H -2.0796 3.7913 2.2419 0.0 0.0 -0.1
H -4.1949 4.8259 2.1514 -0.1 0.0 0.0
H -4.0635 3.9347 3.6794 0.0 -0.1 0.0
H -5.8990 2.9044 4.2597 0.0 0.0 0.0
H -7.0690 2.3920 3.0198 0.0 0.0 0.0
H -6.8098 4.1194 3.3378 0.0 0.0 0.0
C -0.4244 2.0898 -5.6272 0.0 -0.1 0.0
O -1.2988 3.1521 -5.9415 0.1 0.2 0.0
C -1.9745 3.6881 -4.8223 -0.1 -0.1 0.1
C -2.1740 5.1825 -4.9551 0.1 -0.1 0.1
O -0.9731 5.9276 -4.8160 0.0 0.0 -0.1
C -0.1613 6.0492 -5.9733 0.0 0.1 0.0
C -0.5675 7.1984 -6.8709 0.1 0.1 0.0
O -1.8003 6.9347 -7.5135 -0.1 -0.1 0.1
C -2.6165 8.0669 -7.6837 0.0 0.1 -0.1
H -0.9672 1.1661 -5.3964 0.0 0.0 0.0
H 0.2043 1.9166 -6.4985 0.0 0.0 0.0
H 0.2105 2.3356 -4.7694 0.0 0.0 0.0
H -1.4116 3.4756 -3.9055 0.0 0.1 0.0
H -2.9667 3.2237 -4.7234 0.0 -0.1 0.0
H -2.8008 5.4917 -4.1149 -0.1 0.0 -0.1
H -2.6914 5.4169 -5.8869 0.1 0.0 0.0
H -0.1253 5.1170 -6.5384 -0.1 0.0 0.0
H 0.8413 6.2775 -5.6029 0.0 -0.1 0.0
H 0.2257 7.3440 -7.6182 0.0 0.0 0.0
H -0.6402 8.1169 -6.2766 0.0 0.0 0.0
H -2.7031 8.6400 -6.7537 0.0 0.0 0.0
H -3.6036 7.7148 -7.9790 0.0 0.0 0.0
H -2.2358 8.7366 -8.4649 0.0 0.0 0.0



Record 2
122
Properties=species:S:1:pos:R:3:forces:R:3 method="wB97M-V/def2-TZVPD" homo_lumo_gap_ha=0.27523 lumo_energy_ev=0.2 homo_energy_ev=-7.30
C -2.3801 -4.1248 0.4968 -0.5 -0.6 -0.5
C -3.2368 -3.7923 -0.7374 0.4 -0.3 0.8
C -3.5242 -5.0830 -1.4798 -0.1 0.5 0.0
F -4.6895 -5.5865 -0.9815 -0.6 -0.5 0.2
O -3.7481 -4.9143 -2.8558 0.0 -0.5 0.3
C -2.6408 -5.0032 -3.6629 -0.7 -2.8 1.6
O -2.4069 -4.1351 -4.3753 1.1 3.9 -2.9
N -1.8424 -6.1695 -3.6895 -0.5 0.3 1.8
N -2.5931 -7.3599 -3.4550 -0.5 -0.3 -0.3
P -0.3237 -6.0816 -2.7429 2.4 -1.5 -1.3
C -0.4317 -7.0075 -1.1222 -0.7 1.4 0.3
C 0.1806 -4.3344 -2.4846 -1.6 -0.3 0.3
H -2.5394 -3.4290 1.3043 0.3 0.4 0.0
H -1.3398 -4.2384 0.2201 0.3 0.3 0.2
H -2.7048 -5.1013 0.8572 0.0 -0.1 0.2
H -4.1791 -3.4241 -0.3538 -0.4 0.2 -0.3
H -2.7775 -3.0350 -1.3602 0.1 0.1 -0.2
H -2.7713 -5.8415 -1.2778 0.3 0.0 -0.2
H -3.3158 -7.2400 -2.7518 0.2 0.0 0.2
H -1.9881 -8.1279 -3.1980 0.2 0.1 -0.1
H -1.4130 -7.3992 -0.8684 0.0 -0.3 -0.1
H 0.3260 -7.7720 -1.1438 0.0 -0.4 -0.2
H -0.1629 -6.3313 -0.3122 0.0 0.1 0.2
H -0.5949 -3.6935 -2.0828 -0.1 0.3 0.1
H 0.4187 -3.9418 -3.4586 0.2 0.1 -0.3
H 1.0334 -4.2751 -1.8231 0.3 -0.3 0.1
C 2.5090 0.4040 -4.6502 0.1 0.1 0.2
N 1.8247 -0.1280 -3.4866 0.1 0.0 -0.1
C 2.2651 0.2659 -2.1599 -0.2 -0.1 0.0
C 0.7896 -0.9715 -3.5994 -0.2 -0.1 -0.2
O 0.1637 -1.4458 -2.6646 0.1 0.2 0.1
H 3.5624 0.1134 -4.6224 0.0 0.0 -0.1
H 2.4326 1.4923 -4.6483 0.0 0.0 -0.1
H 2.0566 0.0206 -5.5628 -0.1 0.0 0.0
H 2.5631 -0.6176 -1.5929 0.0 0.1 0.1
H 1.4461 0.7527 -1.6292 0.1 0.0 0.1
H 3.1055 0.9506 -2.2385 0.0 0.0 -0.1
H 0.5353 -1.2044 -4.6483 0.0 0.0 0.0
C -1.5896 -2.4145 5.8221 0.2 0.3 -0.3
N -1.1328 -1.6997 4.6424 0.0 -0.2 0.1
C -0.4382 -0.4347 4.8058 -0.1 -0.1 -0.2
C -1.3287 -2.1655 3.3977 0.0 -0.1 -0.1
O -0.9668 -1.6092 2.3777 0.0 0.0 0.1
H -2.2839 -1.7945 6.3811 0.0 -0.1 0.1
H -0.7315 -2.6548 6.4564 -0.1 -0.1 0.1
H -2.0882 -3.3394 5.5343 0.0 0.0 -0.1
H -0.9869 0.3536 4.2892 0.1 0.1 0.0
H 0.5569 -0.5086 4.3638 0.0 0.1 0.0
H -0.3532 -0.1878 5.8611 -0.1 -0.1 0.0
H -1.8652 -3.1316 3.3777 0.0 0.0 0.1
C 3.6435 1.5782 3.7816 0.0 0.2 0.1
N 2.7397 2.6584 4.1248 0.1 -0.1 0.0
C 3.2893 3.8894 4.6691 -0.4 0.2 -0.3
C 1.4091 2.5567 3.9547 -0.1 -0.1 -0.1
O 0.5992 3.4254 4.2231 0.1 0.0 0.1
H 4.1956 1.2645 4.6693 0.1 0.0 -0.1
H 4.3534 1.9177 3.0245 0.1 -0.1 0.0
H 3.0863 0.7292 3.3879 -0.1 0.0 0.0
H 2.8670 4.0734 5.6563 0.1 0.1 0.0
H 3.0229 4.7250 4.0183 0.0 0.0 0.1
H 4.3648 3.8120 4.7448 0.0 -0.1 0.0
H 1.1015 1.5841 3.5335 0.1 0.0 0.0
C -1.7141 -3.7593 10.9716 0.0 0.3 0.1
N -2.0341 -2.5155 10.2978 0.0 -0.2 0.1
C -1.7565 -1.2553 10.9671 -0.1 0.0 -0.2
C -2.5818 -2.4862 9.0698 -0.1 0.0 -0.1
O -2.8695 -1.4731 8.4602 0.0 0.0 0.3
H -2.2687 -3.8241 11.9097 0.0 -0.1 0.0
H -0.6443 -3.7983 11.1865 0.0 -0.1 0.0
H -1.9795 -4.6085 10.3454 0.0 0.0 0.0
H -2.6810 -0.6893 11.0841 0.1 0.1 0.0
H -1.0666 -0.6630 10.3648 0.0 0.1 0.1
H -1.3184 -1.4439 11.9438 0.0 -0.1 0.0
H -2.7538 -3.4929 8.6486 0.0 0.0 0.0
C 4.5930 2.1120 10.0679 0.1 0.2 -0.1
N 5.0507 2.8135 8.8845 -0.1 -0.1 0.1
C 5.7615 4.0726 9.0379 0.0 -0.1 -0.2
C 4.8398 2.3390 7.6446 0.0 -0.1 -0.1
O 5.2005 2.8875 6.6193 0.2 -0.1 0.3
H 3.9025 2.7453 10.6284 0.0 -0.1 0.1
H 5.4459 1.8647 10.7032 -0.1 -0.1 0.1
H 4.0819 1.1929 9.7892 0.0 0.0 -0.1
H 5.2204 4.8658 8.5212 0.1 0.1 0.0
H 6.7546 3.9905 8.5952 0.0 0.1 0.0
H 5.8518 4.3203 10.0924 0.0 -0.1 0.0
H 4.2921 1.3801 7.6350 0.0 0.0 0.0
C -3.0205 3.6694 -3.9853 0.1 -0.2 -0.1
N -1.7368 3.0371 -4.2162 -0.1 0.1 0.0
C -1.6910 1.6240 -4.5590 0.3 0.1 -0.1
C -0.5791 3.7112 -4.1259 0.1 0.1 0.1
O 0.5279 3.2351 -4.3068 0.0 -0.1 0.0
H -3.5310 3.1750 -3.1566 -0.1 0.1 0.0
H -3.6377 3.5897 -4.8827 -0.1 0.1 0.1
H -2.8869 4.7214 -3.7407 0.1 0.0 0.0
H -1.1008 1.0904 -3.8133 -0.1 -0.1 0.0
H -1.2082 1.5020 -5.5311 0.0 -0.1 0.0
H -2.6965 1.2122 -4.5942 0.0 0.1 0.1
H -0.7201 4.7761 -3.8655 0.0 0.0 0.0
C -1.5862 1.2795 -10.6875 -0.1 -0.2 0.2
N -1.2165 0.7672 -9.3821 0.0 0.1 -0.1
C -2.1379 -0.1112 -8.6782 0.2 0.0 0.1
C -0.0456 1.0765 -8.7961 0.1 0.0 0.0
O 0.3124 0.6750 -7.7048 -0.1 0.0 0.1
H -2.5066 1.8617 -10.6088 0.0 0.0 -0.1
H -1.7478 0.4491 -11.3776 0.0 0.1 -0.1
H -0.7977 1.9174 -11.0815 0.0 0.0 0.0
H -2.4115 0.3332 -7.7205 -0.1 -0.1 0.0
H -1.6577 -1.0707 -8.4849 -0.1 0.0 0.1
H -3.0320 -0.2655 -9.2767 0.0 0.0 0.0
H 0.5821 1.7473 -9.4094 0.0 0.0 0.0
C 0.5973 5.0893 -7.1397 0.1 0.4 0.0
N 0.4431 6.3822 -7.7836 0.0 -0.2 0.0
C 0.9173 7.5726 -7.0998 -0.1 0.0 -0.2
C -0.1256 6.5169 -8.9955 -0.1 0.0 -0.1
O -0.2813 7.5714 -9.5814 0.0 0.0 0.1
H 0.0678 5.0883 -6.1896 0.1 -0.1 0.0
H 1.6555 4.8972 -6.9563 -0.1 -0.2 0.1
H 0.1971 4.2971 -7.7696 0.0 0.0 0.0
H 0.0879 8.2642 -6.9459 0.1 0.1 0.0
H 1.6706 8.0725 -7.7097 0.0 0.1 0.1
H 1.3480 7.2999 -6.1395 0.0 -0.1 0.0
H -0.4509 5.5531 -9.4277 0.0 0.0 0.0